A structure of composition C44H32F6N13NaO6S4. Source: OMol25; level of theory: wB97M-V/def2-TZVPD.

Output
- Maximum force: 1.64 eV/A
- ΔE to the lowest compared entry with this formula, charge and spin: 0.0 kcal per mole
- Charge: -2

Last column: Löwdin charge in e.
CARTESIAN COORDINATES (ANGSTROEM)
C 3.8325 -1.3092 1.4400  -0.1985
C -6.0826 1.9262 -3.2140  -0.3294
H -3.3624 2.5303 -5.1345  0.1010
H -1.3869 -1.7079 -2.7243  0.1149
C -4.3597 -1.0483 -0.9417  -0.1088
N -1.4587 -0.7489 3.1785  0.1323
N -0.7320 1.5624 -3.1029  0.0964
H -2.1487 5.9245 -5.1398  0.0844
Na 0.3065 -0.7527 1.4038  0.1741
H 0.7242 -7.0236 -1.1540  0.0212
H 5.9284 -0.9206 1.8221  0.1003
C 4.7461 0.6670 -1.6541  -0.1378
N -0.3360 -3.2407 2.4491  0.0078
C 8.2428 1.9069 -2.3781  -0.1533
C 5.0212 -1.4055 2.1569  -0.0876
N 5.1121 -2.0753 3.2981  0.0858
C -2.3900 0.2799 -0.1118  -0.3805
C -4.2469 2.7369 -4.5502  -0.0200
H 9.1925 2.0275 -1.8693  0.1003
H -4.8402 2.3028 -1.3481  0.1030
C -2.0248 -1.8999 3.5431  -0.2555
C 2.8003 -2.5498 3.0210  -0.0881
H -4.7325 -0.7665 5.2306  0.0973
S 1.3792 -6.3798 1.0859  0.7385
F -0.2923 0.3888 6.2188  0.1275
H -6.1419 5.3110 -3.4588  0.1097
C -4.2230 -3.4365 -0.7186  -0.0682
C -3.8141 -0.7582 4.6544  -0.0806
F 3.3083 3.6142 2.9007  0.1271
H -2.6665 2.4052 -0.2729  0.1090
F 4.0174 1.5882 2.6430  0.1299
N -6.2685 0.0103 -1.9078  0.0357
C 1.0256 0.3325 -2.0811  -0.2125
C -3.1244 1.4469 -0.4798  -0.0140
S 2.1611 1.2675 5.6463  0.5775
H -4.6267 0.6698 -4.1399  0.1131
H -4.6310 -4.4314 -0.8552  0.0907
C 7.1644 1.3740 -1.6934  -0.0118
F 0.9700 -1.0737 5.2514  0.1322
H 5.8364 -0.2455 -0.0467  0.0933
C 0.4656 1.5217 -2.5329  -0.0771
C 5.9403 1.2243 -2.3435  -0.1459
H -2.3710 -4.1300 0.1918  0.0916
N 2.5083 -0.3689 -0.3365  0.2220
H 4.0357 -3.1762 4.6676  0.1052
H 7.2876 1.1022 -0.6557  0.1058
C 3.0050 2.4171 2.3858  -0.6479
H -2.4421 4.3967 -5.9959  0.0850
H -1.9785 -4.0826 3.3465  0.1113
N -2.4184 -2.0971 0.0644  0.1460
C -6.5392 3.2292 -3.0720  -0.0508
H 1.8909 -3.0142 3.3752  0.0915
C 2.3902 0.2720 -1.4938  -0.1888
N 8.2017 2.2999 -3.6476  0.0434
C -3.0898 -1.0011 -0.3318  -0.1592
C -1.3829 0.4063 -3.1619  -0.1207
H 2.0516 -5.8416 -1.1401  -0.0321
N 0.0284 -4.5523 2.1786  -0.1435
H 4.9981 1.5369 -4.2656  0.1031
C -5.8232 4.2883 -3.6077  -0.0173
N 0.3844 -0.8250 -2.1758  0.1699
N 2.7246 -1.8921 1.8784  0.1485
C 0.6645 -4.7218 1.0474  -1.2011
C 3.4678 0.8187 -2.1780  0.0440
O 3.2998 0.5518 5.1449  -0.2880
H 0.9966 2.4601 -2.4209  0.1156
N 1.3821 2.1184 4.5693  -0.2871
C -3.2341 0.4349 4.2577  -0.0600
O -1.2454 0.3052 0.3806  -0.0523
O -3.9696 5.1414 -4.7910  -0.1047
C -4.6573 4.0478 -4.3233  -0.2922
C -4.3468 1.3705 -1.1010  -0.0393
C 4.8652 -0.0458 -0.4695  0.0443
H -5.8888 -2.4167 -1.5965  0.0953
H -3.6287 -2.9019 4.5611  0.1018
F 2.9281 2.5553 1.0540  0.1240
H 7.0009 2.4730 -5.3050  0.0994
C -3.2033 -1.9438 4.2899  -0.0335
H -7.4334 3.4120 -2.4906  0.1064
C 3.7270 -0.5415 0.1648  -0.1763
C -0.8323 -0.7788 -2.6917  -0.1002
C -2.0570 0.3800 3.5216  -0.1180
C -1.4225 -3.1700 3.1138  -0.1231
C -4.9174 -2.3323 -1.1279  -0.0303
O 0.4279 2.6302 2.3829  -0.2655
C 3.9923 -2.6408 3.7279  -0.1068
H 3.2831 1.3445 -3.1043  0.1090
H -1.5815 1.2913 3.1764  0.1020
H -2.3798 0.4225 -3.5792  0.0879
O 1.3955 0.3833 2.7306  -0.3181
C 1.6482 -6.7300 -0.6571  -0.4971
S 1.3816 1.7894 3.0390  0.5900
O 2.2899 2.0569 6.8362  -0.2932
C 7.0347 2.1561 -4.2684  -0.1553
C -4.9610 1.6906 -3.9989  -0.0495
S 0.8713 -3.6952 -0.2686  0.5228
H 2.3683 -7.5463 -0.7150  0.0102
C -2.5949 4.9354 -5.0539  -0.0970
C -2.9579 -3.2746 -0.1244  -0.1513
H -2.1154 4.3781 -4.2434  0.0929
C 5.8977 1.6350 -3.6753  -0.0151
N -6.8306 0.8321 -2.6744  0.0238
F 1.2972 -0.5679 7.3244  0.1140
C -4.9918 0.1589 -1.3845  -0.2628
H -3.6744 1.3912 4.5029  0.0982
C 0.9577 -0.0696 6.1228  -0.6605



A structure of composition C44H32I2P2Pt. Source: OMol25; level of theory: wB97M-V/def2-TZVPD.

Output
- Maximum force: 0.48 eV/A
- Calculated total energy: -3092.8847 Eh
- Charge: +2

Last column: Löwdin charge in e.
CARTESIAN COORDINATES (ANGSTROEM)
C -5.4861 0.5466 -2.7938  -0.0449
H 2.1505 6.2366 2.2156  0.1235
C 0.9766 5.7419 -2.1578  0.0057
C 1.6338 3.3251 0.5731  -0.5480
I 0.4563 -1.8010 1.9258  1.1686
C -3.1393 -5.3073 -0.5347  0.0059
C -0.2787 -3.5639 1.0502  -0.5468
H 5.4851 -1.4844 -2.7295  0.1178
C -3.3628 -0.1435 -1.1372  -0.3773
C 4.4837 0.4039 -2.5895  -0.0474
C -3.6234 -2.9780 -0.6126  -0.0651
C -0.4223 0.8876 -3.4056  -0.3783
C 1.2216 3.7472 -0.7190  -0.1818
C -3.2659 0.6907 4.1652  -0.0472
C 0.5237 -4.6314 1.3585  -0.1551
H 3.4283 -2.8068 -2.3694  0.1156
H -6.3200 0.8015 -3.4342  0.1184
H 2.2461 3.7985 2.5608  0.0920
C 1.2453 5.1657 -0.8929  -0.1430
H -6.2363 1.6491 -1.1123  0.1176
P -2.1095 -0.8057 -0.0172  0.8852
Pt 0.0398 0.0019 0.0643  0.1550
C -1.7124 0.8568 -5.8678  -0.0451
C -2.7252 1.5669 3.2320  -0.0537
H -1.9727 1.7979 1.2384  0.0972
C -3.3994 -0.5950 -2.4574  -0.1315
H -3.9074 -1.3170 4.5576  0.1182
C 0.6123 3.5686 -3.0580  -0.0652
C -4.4697 -0.2692 -3.2716  -0.0680
C 1.9453 4.1831 1.5955  -0.1549
C -2.5970 -0.2294 1.6327  -0.4489
H -4.3311 -2.2156 -0.8927  0.1047
H -3.3186 -2.1400 2.3121  0.1102
C -2.3878 1.1109 1.9685  -0.1340
C -2.2430 1.5904 -4.8153  -0.0681
C -3.4777 -0.6388 3.8331  -0.0475
H -4.4010 0.9957 0.3721  0.1024
H 3.2342 2.1359 -2.4143  0.1102
C 4.5404 -0.9816 -2.5741  -0.0471
I 2.0378 1.3376 1.1178  1.1682
C -4.3927 0.6660 -0.6561  -0.0596
C 0.7043 4.9591 -3.2323  -0.0260
C -0.5421 0.1335 -5.6904  -0.0448
H -2.6181 -1.2486 -2.8311  0.1238
H 5.3821 0.9814 -2.7594  0.1182
H -2.5720 2.6065 3.4885  0.1156
C -1.6165 1.5886 -3.5816  -0.1308
C 3.3850 -1.7259 -2.3686  -0.0538
C 0.1460 -5.9348 1.0063  -0.0411
C -2.4011 -2.6199 -0.0830  -0.2750
H 1.0560 -0.3576 -4.3634  0.1023
H 1.2715 -1.6673 -2.0181  0.0970
H -3.5289 1.0484 5.1513  0.1178
C -1.5069 -3.6728 0.3441  -0.1815
C 0.1151 0.1616 -4.4692  -0.0602
C -1.0493 -6.1160 0.3791  -0.0002
H 1.0199 6.8196 -2.2489  0.1301
H 1.4527 -4.4821 1.8922  0.0920
P 0.5202 1.1238 -1.8823  0.8854
H -2.0261 2.1791 -2.7688  0.1241
H -0.1194 -0.4293 -6.5112  0.1176
H 0.5326 5.3861 -4.2101  0.1234
H -3.1474 2.1660 -4.9571  0.1196
C -4.0119 -4.3102 -0.8281  -0.0259
H 0.7861 -6.7679 1.2576  0.1234
C 2.1740 -1.0841 -2.1697  -0.1341
H 1.5579 7.1065 -0.0296  0.1286
C 3.2729 1.0538 -2.3947  -0.0882
C 1.5692 6.0430 0.1688  -0.0002
C 1.8999 5.5709 1.4026  -0.0412
H -4.9860 -4.5201 -1.2464  0.1234
H -1.3927 -7.1096 0.1234  0.1285
H -4.5121 -0.6532 -4.2816  0.1195
C 0.8158 2.9394 -1.8474  -0.2744
H -3.3925 -6.3431 -0.7212  0.1300
H 0.3588 2.9879 -3.9292  0.1048
C -1.8847 -5.0209 0.0561  -0.1431
C 2.1152 0.3122 -2.1815  -0.4475
C -5.4404 1.0234 -1.4919  -0.0448
C -3.1454 -1.1020 2.5675  -0.0889
H -2.2067 0.8583 -6.8301  0.1184



A structure of composition C44H33AsN3O6P2S3W. Source: OMol25; level of theory: wB97M-V/def2-TZVPD.

Output
- Maximum force: 1.01 eV/A
- ⟨S²⟩: 2.045
- Multiplicity: 3
- ΔE to the lowest compared entry with this formula, charge and spin: 15.9 kcal per mole
- Charge: -1

Last column: Mulliken spin population.
CARTESIAN COORDINATES (ANGSTROEM)
C -7.9145 -0.2679 -0.0179  0.0000
C 5.1768 -1.6255 -6.2215  0.0144
C 4.2290 -0.8487 -4.1270  0.0653
C 1.0107 0.1408 3.0345  0.0013
C 5.7549 -0.0641 1.4104  0.0007
O 1.3349 1.9138 -0.3500  -0.0062
C -0.3561 0.0023 3.2790  0.0004
S 1.0865 -2.1405 -1.8888  0.1874
C -4.7141 0.3289 5.0063  0.0000
C -1.8969 -3.0389 1.4800  0.0011
H 2.9204 0.6070 3.9122  -0.0004
C 4.2310 -1.7569 -5.1531  -0.0372
C -0.5502 -3.2807 1.8151  0.0001
C 0.1814 -2.3172 1.1760  0.0026
H -4.9448 0.3716 6.0638  0.0000
H 2.0108 1.0096 6.1575  0.0000
H 6.5786 -0.7646 1.3645  -0.0003
N 3.2726 -4.5827 -7.0288  0.0302
N 5.9446 -1.5034 -7.0692  -0.0138
H -1.9266 0.1132 4.7163  -0.0001
C -0.8622 0.2225 4.5493  -0.0001
P -3.8143 0.2968 0.4573  0.0000
H 7.0189 1.6656 1.4849  0.0001
O -0.3698 3.5003 -1.4052  0.0071
H -2.7579 -3.6180 1.7785  -0.0001
C 2.8659 2.8381 -4.4279  -0.0661
H -0.3073 -1.4130 -3.6364  0.0066
C 2.1700 3.4391 -2.1844  0.0270
H -3.8319 2.3274 2.4181  0.0000
H 2.6436 2.3853 -5.3862  0.0372
O -0.9825 1.2780 0.5306  0.0041
C 4.4055 3.9311 -2.9167  -0.0339
C 1.3442 0.7252 5.3531  0.0000
C -5.5198 0.0293 -0.1867  0.0000
H -3.9951 -2.1413 0.4033  -0.0001
H -4.3761 2.4421 4.8264  0.0000
As -1.1230 0.6791 -3.1807  0.0032
H -4.4452 -1.9004 2.4775  0.0000
H 4.9403 -0.0340 -4.1243  -0.0030
N -0.6501 -1.4638 0.4561  -0.0012
H 2.8085 2.4259 1.5395  0.0016
O -0.7910 -0.7498 -4.1645  0.0031
C 3.6342 1.7285 1.5069  0.0031
C -4.7182 -0.8903 4.3404  0.0000
C -6.6737 -0.0878 0.5838  0.0000
C 1.8576 0.4989 4.0830  0.0004
C 3.4245 3.9776 -1.9324  0.0508
C 2.3716 -2.9178 -4.1201  -0.0188
C 4.4495 -0.5329 1.3867  0.0172
H 1.6457 -3.7194 -4.1301  -0.0023
C 1.6513 -2.0549 1.3043  0.0092
P 1.6817 -0.2431 1.3813  -0.0087
C -3.2298 -1.4318 0.0793  -0.0015
H -3.1906 -1.4747 -1.0074  0.0009
H -4.7626 0.0877 -2.1974  0.0000
C 3.2869 -2.8227 -5.1356  0.0607
W -0.0016 0.3879 -0.5070  0.0113
C 3.3833 0.3602 1.4286  -0.0224
C 4.9394 2.1923 1.5296  0.0011
C -1.9443 -1.9285 0.6615  -0.0005
S 0.9803 3.3979 -0.8089  0.0292
C 3.3248 -0.9432 -3.0357  0.0449
S 3.4617 0.1507 -1.7582  0.5616
C 3.2810 -3.7997 -6.1870  -0.0028
H 4.2645 -1.5967 1.3121  0.0044
H 2.2214 -2.3804 0.4305  0.0047
H -6.6100 -0.0399 1.6640  0.0000
C 2.3230 -1.9838 -3.0529  0.0633
C -8.0219 -0.3429 -1.3966  0.0000
C -4.1307 0.2142 2.2692  -0.0002
C -4.4308 -0.9448 2.9840  0.0001
H 2.0398 -2.5143 2.2137  -0.0033
C 4.1334 3.3606 -4.1536  0.0436
C -4.0985 1.4259 2.9585  0.0000
C 6.0003 1.2987 1.4777  0.0033
C 1.9431 2.9147 -3.4235  0.8538
C -5.6468 -0.0277 -1.5787  -0.0002
H -6.9502 -0.2733 -3.2579  0.0000
H 5.1283 3.2573 1.5805  -0.0001
H 5.3889 4.3352 -2.7133  -0.0014
H 4.9057 3.3204 -4.9123  0.0023
H -0.1518 -4.0563 2.4502  0.0000
H 3.6368 4.4084 -0.9585  0.0086
H -0.4146 0.7671 6.5773  0.0000
H -4.9485 -1.8017 4.8785  0.0000
O 0.4386 0.9140 -2.3552  0.0514
C -4.3984 1.4889 4.3128  0.0000
H -1.0346 -0.2724 2.4829  -0.0003
O -1.5553 -0.0893 -1.6218  0.0051
C -6.8796 -0.2230 -2.1784  0.0000
H -8.9890 -0.4881 -1.8617  0.0000
C -0.0147 0.5877 5.5867  0.0002
H -8.8006 -0.3548 0.5995  0.0000



Q: Among the records above, which one has the lowest charge?
A: C44H32F6N13NaO6S4